# 1
ORCA calculation (ωB97M-V with the def2-TZVPD basis set) on one molecule with the formula C5H8O.

Calculated values
- LUMO energy (eV) = 0.0
- maximum force (eV Å⁻¹) = 0.413
- ΔE to the lowest compared entry with this formula, charge and spin (kJ/mol) = 480.76

Atoms and positions in Å:
O -0.67847 1.40182 -0.73476
C -0.58452 0.47908 0.33445
C -1.36861 -0.75769 -0.14576
C -0.81363 -1.80291 -1.00724
C 1.88266 0.45220 -0.06960
C 0.84381 0.17593 0.71257
H -0.22352 2.20870 -0.45899
H -1.10269 0.87861 1.22337
H -2.38016 -0.44808 -0.43332
H -1.51380 -1.47192 0.70463
H 0.28204 -1.81455 -0.81664
H 1.73580 0.91210 -1.04411
H 2.90196 0.22007 0.22393
H 0.99417 -0.30224 1.68112

# 2
ORCA calculation (ωB97M-V with the def2-TZVPD basis set) on C41H39BF2IrN2O4P as an isolated structure.

Calculated values
- LUMO energy (eV) = 0.2
- maximum force (eV Å⁻¹) = 0.605
- ΔE to the lowest compared entry with this formula, charge and spin (kJ/mol) = 6.74

Atoms and positions in Å:
Ir -0.94031 -0.56380 -0.07692
O -3.02843 0.84457 1.17455
C -1.82045 0.71392 1.23220
C -1.04360 1.34312 2.36159
C -1.60305 2.02535 3.43607
C -0.78274 2.40927 4.48184
C 0.57807 2.11302 4.46455
C 1.14602 1.44877 3.38800
C 0.32932 1.08371 2.32411
P 0.85063 0.26174 0.78394
C 2.09465 -0.96443 1.25887
C 1.64626 -2.24837 1.55543
C 2.53328 -3.21783 1.99311
C 3.88101 -2.90902 2.12639
C 4.33704 -1.63789 1.80845
C 3.45072 -0.66531 1.36785
C 1.80785 1.55428 -0.08436
C 2.40554 1.21256 -1.29912
C 3.12267 2.15322 -2.01778
C 3.24841 3.44865 -1.53415
C 2.65583 3.79519 -0.33082
C 1.94114 2.85231 0.39572
H -2.66838 2.21362 3.44746
H -1.20301 2.92802 5.33449
H 1.20096 2.40246 5.30177
H 2.20831 1.23319 3.37776
H 0.59952 -2.49548 1.40254
H 2.17520 -4.21455 2.21594
H 4.57881 -3.66452 2.46376
H 5.38948 -1.40083 1.89660
H 3.81717 0.32273 1.11855
H 2.28573 0.21116 -1.69692
H 3.56847 1.87965 -2.96544
H 3.79535 4.18882 -2.10357
H 2.73889 4.80700 0.04418
H 1.46682 3.14482 1.32224
F -1.26381 -2.18327 -2.59376
C -0.36701 -2.04053 -1.52983
F -0.29992 -3.34480 -0.97429
H 0.61578 -1.93753 -2.00505
C -2.17914 -6.47085 2.75667
N -2.74400 -5.27959 2.13615
N -2.17913 -4.06305 2.52180
C -2.07557 -3.23859 1.41811
O -1.70947 -2.05572 1.51237
C -2.55586 -3.99793 0.30538
C -2.89576 -5.22128 0.76786
C -3.33672 -6.42672 0.01854
C -2.31528 -3.63219 3.86762
C -1.45320 -2.66715 4.38286
C -1.61545 -2.23855 5.69005
C -2.61621 -2.76930 6.49013
C -3.47336 -3.72564 5.96890
C -3.33688 -4.15183 4.65760
H -2.01913 -6.27927 3.81359
H -1.22778 -6.75307 2.29654
H -2.89224 -7.28660 2.65990
H -2.58854 -3.64582 -0.71037
H -3.49493 -6.16911 -1.02538
H -4.26481 -6.82651 0.42842
H -2.58044 -7.21272 0.06147
H -0.68611 -2.24247 3.75356
H -0.94936 -1.48062 6.08068
H -2.73247 -2.43360 7.51186
H -4.26816 -4.13402 6.57922
H -4.02993 -4.86838 4.23879
C 2.09758 5.35402 -5.65004
C 0.89136 4.46313 -5.97810
C -0.18122 5.30133 -6.68650
C 1.35394 3.37093 -6.94305
C 0.32444 3.88468 -4.68014
C -0.17532 4.75689 -3.70631
C -0.68396 4.31722 -2.48841
C -0.66970 2.95931 -2.26342
O -1.05819 2.25896 -1.15718
B -0.74697 0.90938 -1.41809
O -0.24980 0.80661 -2.73012
C -0.18362 2.08239 -3.21631
C 0.31353 2.51044 -4.42820
H 2.52795 5.76460 -6.56639
H 2.87078 4.77920 -5.13629
H 1.81542 6.18733 -5.00600
H 0.21278 5.70629 -7.62146
H -0.50976 6.13932 -6.07188
H -1.05664 4.69259 -6.91812
H 1.75191 3.83195 -7.84861
H 0.53204 2.71508 -7.23501
H 2.14525 2.75698 -6.50906
H -0.17000 5.82207 -3.90004
H -1.06234 5.00872 -1.74791
H 0.68221 1.78819 -5.14164

- Among the records above, which one has the highest maximum force?
  C41H39BF2IrN2O4P

- Look up the maximum force of the first one.
  0.413 eV Å⁻¹

- Among the records above, which one has the highest ΔE to the lowest compared entry with this formula, charge and spin?
  C5H8O

- What is the LUMO energy in the first record?
  0.0 eV